ORCA calculation (ωB97M-V with the def2-TZVPD basis set) on the ion C4H11N2O with charge +1 at a distorted geometry.

ORCA input file:
```
! RIJCOSX wB97M-V def2-TZVPD def2/J DEFGRID3
* xyz 1 1
O -2.51056 0.52168 0.39908
C -1.83955 0.27024 -0.55990
C -0.53729 -0.49064 -0.41359
C 0.59339 0.38208 -1.00982
C 1.94704 -0.13172 -0.56632
N 2.11938 0.29317 0.84334
N -0.29970 -0.67968 1.03643
H -2.11790 0.62195 -1.56364
H -0.56648 -1.42088 -0.95505
H 0.52711 0.35541 -2.08526
H 0.47753 1.40864 -0.67891
H 1.98643 -1.22996 -0.58596
H 2.74564 0.19078 -1.22020
H 2.14513 1.30902 0.85890
H 0.65594 -0.25878 1.27663
H 3.00769 0.01740 1.24130
H -1.01196 -0.17089 1.58483
H -0.29052 -1.63669 1.37542
*
```

The maximum force is 1.21 eV/A. As for the energy above the lowest of the compared OMol25 structures with the same formula, charge and spin: 123.3 kJ/mol. The calculation puts the HOMO energy at -14.633 eV. Its orbital gap is 0.4221 hartree. The SMILES is NCC[C@@H]([NH3+])C=O.